No. 1
Here is C40H110ClN10O10Ti as an isolated structure from OMol25. Energies are from the ωB97M-V functional and the def2-TZVPD basis.

Last column: Mulliken spin population.
Positions of all 172 atoms, in Å:
Ti  -0.50  0.43  1.06  2.4161
Cl  -0.63  -1.38  -1.00  0.0214
C  5.92  -5.48  -1.61  0.0000
C  5.78  -4.42  -0.48  0.0001
C  4.30  -4.15  -0.20  0.0010
O  4.18  -2.97  0.54  0.0011
C  2.79  -2.62  0.83  0.0464
N  6.54  -4.80  0.72  0.0000
H  5.22  -6.28  -1.35  0.0000
H  6.94  -5.84  -1.72  0.0000
H  5.55  -5.12  -2.57  0.0000
H  6.24  -3.49  -0.80  0.0000
H  3.84  -4.96  0.37  0.0004
H  3.71  -4.23  -1.11  0.0011
H  2.19  -2.41  -0.05  0.0119
H  2.76  -1.65  1.34  -0.0089
H  2.28  -3.33  1.48  0.0028
H  6.53  -3.94  1.25  -0.0001
H  7.51  -4.87  0.45  0.0000
C  4.03  -0.11  -2.23  0.0049
C  2.99  -0.61  -3.24  -0.0091
C  2.91  -2.14  -3.17  -0.0055
O  4.06  -2.91  -3.45  -0.0001
C  4.57  -2.88  -4.84  0.0000
N  1.65  -0.09  -3.02  0.0055
H  3.71  -0.33  -1.21  0.0050
H  4.23  0.96  -2.32  0.0004
H  4.98  -0.63  -2.34  0.0001
H  3.28  -0.34  -4.25  0.0001
H  2.08  -2.33  -3.85  -0.0019
H  2.56  -2.53  -2.21  0.0075
H  4.91  -1.88  -5.07  0.0000
H  3.65  -2.98  -5.42  0.0000
H  5.23  -3.72  -5.05  0.0000
H  1.37  -0.49  -2.13  -0.0069
H  1.05  -0.46  -3.73  0.0020
C  -4.74  -0.08  1.61  0.0073
C  -3.33  0.45  1.69  0.2655
C  -2.95  1.48  2.81  -0.0275
O  -1.67  2.13  2.60  -0.0585
C  -1.45  3.28  3.39  0.0288
N  -2.46  -0.70  1.89  -0.0413
H  -4.96  -0.58  0.67  -0.0011
H  -5.49  0.71  1.71  -0.0009
H  -5.04  -0.84  2.33  -0.0002
H  -3.08  0.97  0.77  -0.0840
H  -3.00  0.88  3.72  -0.0076
H  -3.71  2.26  2.81  -0.0039
H  -0.40  3.55  3.32  -0.0076
H  -1.48  3.04  4.45  0.0017
H  -2.18  4.03  3.08  0.0001
H  -2.36  -1.24  1.05  0.0348
H  -2.90  -1.28  2.59  0.0098
C  5.33  5.40  7.12  0.0000
C  5.92  5.45  5.71  0.0001
C  4.92  5.23  4.56  0.0001
O  4.14  3.97  4.62  0.0001
C  3.20  3.87  3.61  0.0008
N  6.54  6.78  5.65  0.0000
H  6.11  5.40  7.87  0.0000
H  4.68  4.54  7.29  0.0000
H  4.69  6.26  7.33  0.0000
H  6.68  4.67  5.64  0.0000
H  5.47  5.22  3.62  0.0000
H  4.26  6.07  4.37  0.0000
H  2.37  4.56  3.73  0.0001
H  2.86  2.83  3.60  -0.0073
H  3.62  4.04  2.62  0.0012
H  7.02  6.91  6.53  0.0000
H  5.84  7.51  5.64  0.0000
C  -4.82  2.06  -1.25  -0.0054
C  -3.83  1.59  -2.29  -0.0030
C  -4.44  1.11  -3.62  0.0045
O  -5.09  2.10  -4.44  0.0000
C  -5.11  1.75  -5.82  0.0001
N  -2.91  2.65  -2.52  -0.0072
H  -5.43  2.89  -1.62  -0.0003
H  -4.34  2.49  -0.37  0.0022
H  -5.44  1.27  -0.84  0.0004
H  -3.30  0.72  -1.90  0.0335
H  -5.16  0.32  -3.45  0.0006
H  -3.60  0.67  -4.17  0.0003
H  -5.74  2.47  -6.35  0.0000
H  -5.55  0.76  -5.94  0.0000
H  -4.10  1.73  -6.21  -0.0001
H  -2.20  2.47  -3.21  -0.0030
H  -3.50  3.34  -2.97  -0.0006
C  -7.03  -2.33  -4.64  0.0000
C  -6.95  -3.62  -3.87  0.0000
C  -6.37  -3.40  -2.47  0.0002
O  -5.05  -2.92  -2.59  -0.0010
C  -4.29  -2.90  -1.38  0.0067
N  -8.23  -4.27  -3.84  0.0000
H  -7.59  -1.57  -4.09  0.0000
H  -7.60  -2.43  -5.57  0.0000
H  -6.03  -2.04  -4.95  0.0000
H  -6.29  -4.35  -4.34  0.0000
H  -6.48  -4.34  -1.92  0.0000
H  -6.95  -2.74  -1.83  0.0000
H  -3.33  -2.41  -1.59  0.0022
H  -4.13  -3.93  -1.06  -0.0007
H  -4.82  -2.24  -0.69  -0.0019
H  -9.01  -3.63  -3.89  0.0000
H  -8.40  -4.88  -3.05  0.0000
C  2.15  -1.58  4.30  -0.0096
C  0.76  -0.99  4.46  0.0574
C  0.82  0.46  5.03  0.0754
O  1.34  0.47  6.37  -0.0001
C  1.49  1.78  6.96  0.0008
N  0.13  -0.95  3.11  0.0673
H  2.12  -2.57  3.85  -0.0020
H  2.74  -1.61  5.22  0.0001
H  2.76  -0.90  3.71  0.0025
H  0.16  -1.72  5.00  -0.0072
H  -0.17  0.93  5.05  0.0037
H  1.47  1.08  4.41  -0.0266
H  2.20  2.43  6.44  -0.0003
H  1.78  1.61  8.00  0.0000
H  0.52  2.27  7.00  0.0001
H  -0.85  -0.72  3.15  -0.0172
H  0.08  -1.91  2.82  -0.0458
C  0.09  4.27  -1.29  0.0004
C  0.27  3.00  -0.48  0.1870
C  1.11  3.22  0.83  -0.0385
O  1.55  1.97  1.42  -0.0596
C  2.53  1.29  0.69  0.2264
N  -1.01  2.41  -0.16  0.0527
H  -0.52  5.03  -0.82  0.0005
H  -0.37  4.11  -2.26  0.0029
H  1.00  4.81  -1.55  -0.0003
H  0.74  2.23  -1.08  -0.0754
H  0.51  3.77  1.55  -0.0226
H  2.02  3.71  0.48  -0.0015
H  3.38  1.85  0.29  0.0051
H  2.03  0.70  -0.08  0.0473
H  2.95  0.50  1.31  -0.0572
H  -1.52  3.05  0.43  0.0422
H  -1.54  2.37  -1.02  -0.0331
C  -0.72  2.52  -6.47  0.0000
C  0.17  2.01  -5.32  0.0004
C  1.15  3.05  -4.78  -0.0010
O  1.97  3.59  -5.86  0.0000
C  2.79  4.63  -5.39  0.0000
N  -0.72  1.56  -4.25  -0.0052
H  -0.14  2.93  -7.29  0.0000
H  -1.40  3.32  -6.17  0.0000
H  -1.40  1.74  -6.81  0.0000
H  0.74  1.12  -5.59  -0.0002
H  1.59  2.60  -3.89  -0.0004
H  0.59  3.88  -4.37  -0.0001
H  3.24  5.13  -6.25  0.0000
H  3.53  4.24  -4.68  0.0000
H  2.22  5.41  -4.89  0.0000
H  -0.23  1.17  -3.46  0.0075
H  -1.25  0.78  -4.60  -0.0002
C  -2.07  -5.25  0.90  0.0013
C  -1.70  -4.15  1.99  0.0155
C  -1.67  -4.82  3.41  0.0004
O  -3.05  -5.02  3.78  0.0000
C  -3.10  -5.88  4.92  -0.0001
N  -0.43  -3.59  1.64  -0.0006
H  -2.00  -4.88  -0.12  -0.0008
H  -3.07  -5.64  1.07  -0.0003
H  -1.32  -6.04  0.99  -0.0001
H  -2.45  -3.36  2.06  0.0012
H  -1.11  -4.22  4.14  0.0007
H  -1.15  -5.78  3.36  -0.0002
H  -2.53  -5.38  5.71  0.0000
H  -2.47  -6.75  4.77  0.0000
H  -4.10  -6.05  5.31  0.0000
H  -0.55  -3.07  0.78  -0.0303
H  0.18  -4.34  1.35  0.0043

Values from the calculation:
Spin multiplicity   4

No. 2
Here is a 10-piece molecular cluster, C40H110N10O10 overall from OMol25. Energies are from the ωB97M-V functional and the def2-TZVPD basis.

Last column: Mulliken charge in e.
Positions of all 170 atoms, in Å:
C  4.67  -0.38  3.12  -1.0945
C  4.32  -1.84  2.98  0.8257
C  5.41  -2.80  3.18  -0.9276
O  6.15  -2.53  4.38  -0.3428
C  7.08  -3.59  4.51  -0.8170
N  3.29  -2.05  3.96  -0.7137
H  4.90  -0.21  2.07  -0.0700
H  5.44  -0.28  3.89  0.4436
H  3.87  0.30  3.40  0.3407
H  3.82  -2.03  2.03  0.2305
H  6.16  -2.49  2.45  0.2110
H  5.09  -3.84  3.15  0.4430
H  7.79  -3.32  5.28  0.2839
H  7.68  -3.73  3.61  0.3179
H  6.69  -4.52  4.93  0.3034
H  3.02  -3.01  4.08  0.2404
H  3.74  -1.98  4.86  0.3059
C  4.69  2.25  0.52  -0.3492
C  6.02  2.40  -0.21  0.2095
C  6.99  1.16  -0.11  -1.1771
O  6.36  -0.01  -0.53  -0.0731
C  7.28  -1.01  -0.99  -0.9589
N  5.80  2.74  -1.63  -0.6653
H  4.32  1.28  0.18  -0.4822
H  3.92  2.92  0.14  0.2992
H  4.78  2.24  1.60  0.3743
H  6.63  3.21  0.20  0.4263
H  7.24  0.98  0.94  0.3575
H  7.91  1.33  -0.67  0.6679
H  7.82  -0.64  -1.87  0.3823
H  6.65  -1.82  -1.36  0.2333
H  7.96  -1.38  -0.22  0.3111
H  6.67  2.97  -2.10  0.2816
H  5.26  2.02  -2.08  0.2793
C  -1.97  -4.39  0.30  -2.0187
C  -2.39  -3.58  1.52  2.2582
C  -3.59  -4.30  2.23  -1.2543
O  -4.13  -3.45  3.27  -0.1547
C  -4.85  -4.18  4.24  -0.8707
N  -1.16  -3.55  2.28  -0.5708
H  -2.68  -4.34  -0.52  0.4681
H  -1.76  -5.45  0.42  0.4389
H  -1.04  -3.96  -0.07  0.4722
H  -2.59  -2.60  1.08  -0.9181
H  -3.08  -5.19  2.58  0.4006
H  -4.36  -4.45  1.46  0.3712
H  -5.45  -4.89  3.67  0.3203
H  -5.49  -3.55  4.86  0.2025
H  -4.07  -4.63  4.85  0.3297
H  -0.88  -4.52  2.32  0.2995
H  -1.50  -3.32  3.21  0.2803
C  -3.41  -3.69  -4.38  -1.1485
C  -3.07  -5.16  -4.40  0.5392
C  -3.69  -5.91  -5.57  -1.0572
O  -3.33  -7.32  -5.56  -0.3258
C  -3.62  -7.95  -6.84  -0.7275
N  -1.63  -5.21  -4.32  -0.4244
H  -2.94  -3.28  -3.49  -0.0101
H  -4.49  -3.52  -4.33  0.4547
H  -3.07  -3.11  -5.24  0.3481
H  -3.53  -5.59  -3.51  0.1597
H  -3.36  -5.42  -6.49  0.4201
H  -4.77  -5.98  -5.44  0.4720
H  -3.46  -9.00  -6.58  0.2458
H  -3.04  -7.57  -7.68  0.2900
H  -4.68  -7.83  -7.08  0.3174
H  -1.29  -5.71  -3.50  0.2331
H  -1.38  -5.67  -5.19  0.2406
C  1.60  0.32  -0.01  -1.2153
C  0.54  -0.64  0.38  2.0748
C  -0.31  -1.05  -0.81  -0.7855
O  -1.24  -0.06  -1.27  -0.1709
C  -1.96  -0.36  -2.51  -0.6848
N  1.04  -1.76  1.15  -0.7213
H  2.23  0.76  0.76  0.2397
H  1.20  1.07  -0.69  0.0333
H  2.47  -0.17  -0.44  0.3913
H  -0.11  -0.13  1.09  -0.6113
H  -1.04  -1.78  -0.44  -0.3276
H  0.25  -1.58  -1.58  0.1620
H  -1.44  -1.13  -3.09  0.0157
H  -2.05  0.52  -3.15  0.3481
H  -2.93  -0.77  -2.24  0.1450
H  0.23  -2.33  1.35  0.2028
H  1.39  -1.46  2.05  0.3219
C  4.73  -0.78  -4.43  -1.4332
C  3.55  0.14  -4.29  0.0214
C  2.28  -0.65  -4.03  -0.4490
O  2.05  -1.45  -5.20  -0.4370
C  0.83  -2.21  -5.15  -0.7921
N  3.84  1.10  -3.23  -0.4609
H  4.67  -1.45  -3.57  0.2739
H  5.68  -0.24  -4.40  0.3639
H  4.77  -1.38  -5.34  0.3387
H  3.25  0.58  -5.24  0.4246
H  1.40  0.00  -3.95  0.4615
H  2.46  -1.31  -3.18  0.2812
H  0.70  -2.93  -4.35  0.3083
H  0.75  -2.90  -5.99  0.3712
H  -0.03  -1.55  -5.07  0.2829
H  2.93  1.55  -3.27  0.2627
H  3.87  0.61  -2.35  0.0571
C  -8.18  1.40  -0.36  -1.5526
C  -6.66  1.66  -0.46  1.7373
C  -5.94  0.70  -1.40  -0.4994
O  -6.04  -0.63  -1.01  -0.4874
C  -5.17  -0.94  0.06  -0.4922
N  -6.41  3.08  -0.66  -0.5243
H  -8.83  2.09  0.16  0.4261
H  -8.35  0.49  0.22  0.3547
H  -8.62  1.03  -1.29  0.3406
H  -6.19  1.49  0.51  -0.9758
H  -4.92  0.97  -1.68  -0.0152
H  -6.43  0.51  -2.35  0.3946
H  -5.19  -2.03  0.11  0.1597
H  -5.43  -0.65  1.08  0.4183
H  -4.14  -0.62  -0.08  0.1789
H  -7.02  3.64  -0.09  0.2769
H  -6.71  3.26  -1.61  0.2412
C  5.16  4.51  3.90  -1.1457
C  4.00  5.51  3.73  0.2275
C  2.85  4.95  2.89  -0.6726
O  2.42  3.66  3.31  -0.3862
C  1.21  3.34  2.60  -0.6526
N  3.40  5.93  4.97  -0.8131
H  6.02  4.91  4.43  0.4487
H  5.63  4.42  2.92  0.1825
H  4.98  3.49  4.24  0.2229
H  4.40  6.36  3.18  0.3588
H  3.21  4.88  1.86  0.2292
H  2.06  5.70  2.81  0.4859
H  0.53  4.19  2.60  0.4371
H  0.71  2.50  3.09  0.2960
H  1.36  3.07  1.56  0.1542
H  3.12  5.03  5.32  0.3481
H  2.52  6.38  4.79  0.3106
C  -3.47  3.54  4.61  -1.6357
C  -4.20  2.97  3.40  0.8056
C  -4.28  1.46  3.19  0.1602
O  -2.90  1.05  3.30  -0.4658
C  -2.54  -0.15  2.59  -0.3305
N  -5.50  3.53  3.34  -0.7407
H  -3.38  4.62  4.52  0.4522
H  -2.45  3.14  4.65  0.2803
H  -4.11  3.21  5.43  0.3820
H  -3.71  3.47  2.57  0.1094
H  -4.70  1.24  2.21  -0.4301
H  -4.88  1.11  4.02  0.2333
H  -3.33  -0.89  2.71  0.4678
H  -1.66  -0.58  3.07  0.3263
H  -2.36  -0.03  1.52  -0.1199
H  -5.31  4.52  3.48  0.3062
H  -6.04  3.53  2.49  0.2296
C  -2.58  4.03  -1.64  -1.3397
C  -1.13  3.62  -1.35  0.6526
C  -0.25  4.88  -1.18  -0.6293
O  -0.59  5.74  -2.30  -0.3685
C  0.24  6.91  -2.41  -0.8226
N  -0.97  2.64  -0.29  0.6516
H  -2.64  4.49  -2.63  0.4332
H  -3.05  4.70  -0.92  0.3219
H  -3.17  3.11  -1.56  0.1523
H  -0.83  3.16  -2.29  0.1135
H  0.81  4.63  -1.22  0.3542
H  -0.50  5.43  -0.28  0.3999
H  1.24  6.47  -2.44  0.3035
H  0.09  7.58  -1.56  0.2909
H  0.33  7.40  -3.38  0.3029
H  -1.17  1.73  -0.69  -0.3171
H  -1.62  2.79  0.47  -0.0138

E readings, ordered: -114270.8586 -78629.8544 eV